Density functional theory data (the ωB97M-V functional and the def2-TZVPD basis) for a cluster of 10 separate species, C16H54N2O10 in total in a non-equilibrium geometry.

```
! wB97M-V def2-TZVPD RIJCOSX def2/J DEFGRID3
* xyz 0 1
C -17.65 11.51 -25.95
O -16.26 11.27 -25.93
C -15.82 10.91 -24.63
C -14.29 10.79 -24.63
C -13.81 9.72 -25.63
N -13.69 10.49 -23.33
H -17.83 12.07 -26.87
H -18.00 12.12 -25.11
H -18.20 10.57 -26.03
H -16.02 11.67 -23.86
H -16.30 9.94 -24.46
H -13.90 11.75 -24.99
H -13.96 10.00 -26.67
H -14.25 8.73 -25.52
H -12.72 9.65 -25.62
H -14.11 9.58 -23.11
H -14.04 10.99 -22.52
C -13.80 6.28 -21.99
O -15.22 6.47 -22.06
C -15.72 7.71 -21.57
C -17.16 7.91 -22.03
C -17.66 9.31 -21.70
N -18.01 6.93 -21.34
H -13.40 6.84 -22.84
H -13.63 5.22 -22.14
H -13.43 6.69 -21.06
H -15.51 7.73 -20.50
H -15.13 8.49 -22.07
H -17.14 7.76 -23.11
H -18.67 9.53 -22.03
H -17.07 10.18 -22.02
H -17.64 9.50 -20.62
H -17.93 7.11 -20.34
H -19.00 7.11 -21.48
C -15.92 8.66 -29.23
C -16.19 7.18 -29.45
O -14.97 6.53 -29.79
H -15.97 9.30 -30.11
H -14.99 8.80 -28.69
H -16.68 9.05 -28.54
H -16.91 7.08 -30.28
H -16.74 6.73 -28.62
H -15.25 5.85 -30.42
C -21.14 4.70 -22.26
C -21.64 5.76 -21.29
O -21.05 6.99 -21.70
H -21.59 3.74 -21.97
H -20.07 4.54 -22.23
H -21.40 4.96 -23.29
H -21.27 5.52 -20.28
H -22.72 5.83 -21.35
H -21.68 7.72 -21.64
C -18.55 6.14 -25.20
C -19.14 7.26 -26.05
O -20.52 7.05 -26.28
H -18.98 5.21 -25.58
H -18.98 6.25 -24.20
H -17.47 6.22 -25.14
H -18.55 7.37 -26.97
H -18.95 8.23 -25.57
H -21.03 7.35 -25.52
C -14.03 5.29 -25.20
C -13.79 5.03 -26.67
O -13.30 6.20 -27.33
H -14.34 4.34 -24.76
H -14.72 6.10 -24.94
H -13.10 5.55 -24.69
H -14.75 4.77 -27.11
H -13.13 4.19 -26.90
H -13.62 6.16 -28.24
O -21.89 5.24 -27.66
H -21.25 5.87 -27.26
H -21.35 4.52 -28.02
O -22.46 8.04 -24.23
H -22.58 8.99 -24.35
H -23.02 7.82 -23.48
O -17.04 4.49 -22.89
H -17.94 4.80 -22.86
H -16.52 5.27 -22.61
O -23.81 5.42 -25.72
H -23.29 5.08 -26.47
H -23.40 6.26 -25.50
*
```

The total energy is -1503.80615 Ha. For the orbital gap, the calculation gives 9.18 eV. The energy above the lowest of the compared OMol25 structures with the same formula, charge and spin comes out at 0.962 eV.



Density functional theory data (the ωB97M-V functional and the def2-TZVPD basis) for a cluster of 5 separate species, C10H32NO8 in total in a non-equilibrium geometry.

```
! wB97M-V def2-TZVPD RIJCOSX def2/J DEFGRID3
* xyz 2 2
O 0.60 -0.16 0.54
H -0.13 -0.09 1.16
H 1.31 0.45 0.72
H 0.37 -0.18 -0.39
C 1.43 1.03 -4.12
C 1.00 0.29 -2.84
C 1.97 -0.87 -2.52
O 1.36 -1.65 -1.56
C 2.21 -2.79 -1.29
N 0.79 1.35 -1.80
H 2.42 1.44 -3.92
H 0.93 1.97 -4.36
H 1.49 0.30 -4.93
H 0.00 -0.12 -3.00
H 2.87 -0.39 -2.12
H 2.27 -1.51 -3.35
H 3.23 -2.47 -1.05
H 2.18 -3.47 -2.13
H 1.80 -3.39 -0.48
H 1.70 1.62 -1.45
H 0.46 2.24 -2.13
C -2.58 -0.71 -1.63
C -2.64 -2.04 -0.92
O -3.36 -2.00 0.34
O -2.02 0.28 -0.85
H -3.61 -0.48 -1.91
H -1.99 -0.96 -2.51
H -1.61 -2.36 -0.74
H -3.02 -2.81 -1.59
H -3.41 -2.95 0.49
H -2.39 0.31 0.04
C -1.55 0.14 3.42
C -3.00 -0.24 3.97
O -4.04 -0.12 2.99
O -1.23 -0.65 2.24
H -0.81 -0.11 4.18
H -1.57 1.20 3.17
H -3.14 0.40 4.84
H -2.94 -1.30 4.19
H -4.50 0.70 3.17
H -2.07 -0.79 1.82
C 2.56 1.57 2.05
C 1.84 2.88 1.78
O 0.65 2.54 0.99
O 2.85 0.87 0.84
H 2.02 0.98 2.79
H 3.59 1.77 2.33
H 2.45 3.48 1.10
H 1.66 3.37 2.74
H 0.17 3.29 0.63
H 3.42 0.14 1.08
*
```

The total energy is -1056.10968 Ha. For the orbital gap (spin up / spin down), the calculation gives 9.67 / 3.86 eV.



Density functional theory data (the ωB97M-V functional and the def2-TZVPD basis) for a cluster of 2 separate species, C3H10N2O4P2 in total in a non-equilibrium geometry.

```
! wB97M-V def2-TZVPD RIJCOSX def2/J DEFGRID3
* xyz -2 1
C 0.10 0.36 -1.67
C 1.55 1.23 0.18
C 0.37 1.22 -0.68
N -0.66 -2.19 0.89
N -2.25 1.63 0.25
O 0.64 -4.37 1.38
O -1.44 2.93 -1.78
O 2.04 -2.36 0.47
O -0.63 3.66 0.53
P 0.79 -3.14 0.54
P -0.99 2.54 -0.41
H 0.51 -3.55 -0.85
H 0.85 -0.43 -1.88
H -0.86 0.46 -2.17
H 2.31 1.99 -0.07
H 2.16 0.31 0.17
H 1.19 1.33 1.20
H -0.31 -1.30 1.13
H -0.87 -2.56 1.85
H -2.19 0.73 -0.33
H -2.31 1.50 1.25
*
```

The total energy is -1213.66820 Ha. For the orbital gap, the calculation gives 8.66 eV. The energy above the lowest of the compared OMol25 structures with the same formula, charge and spin comes out at 0.000 eV.



Density functional theory data (the ωB97M-V functional and the def2-TZVPD basis) for a cluster of 2 separate species, C4H12OS2 in total in a non-equilibrium geometry.

```
! wB97M-V def2-TZVPD RIJCOSX def2/J DEFGRID3
* xyz 0 1
C 0.04 -1.51 -2.63
C -0.74 -0.72 -1.57
C -0.92 -1.49 -0.24
S 0.38 -1.16 1.03
S 0.79 0.76 1.24
C -0.52 1.52 2.24
H -0.45 -2.45 -2.90
H 0.05 -0.96 -3.57
H 1.04 -1.77 -2.30
H -0.16 0.15 -1.35
H -1.77 -0.64 -1.92
H -1.86 -1.16 0.21
H -0.99 -2.56 -0.45
H -0.10 2.35 2.82
H -1.29 2.00 1.64
H -0.94 0.80 2.94
O 0.16 2.40 -1.82
H -0.06 2.86 -2.64
H -0.41 1.62 -1.87
*
```

The total energy is -1031.19586 Ha. For the orbital gap, the calculation gives 9.32 eV. The energy above the lowest of the compared OMol25 structures with the same formula, charge and spin comes out at 0.597 eV.



Density functional theory data (the ωB97M-V functional and the def2-TZVPD basis) for a structure of composition C21H40HgP2 in a non-equilibrium geometry.

```
! wB97M-V def2-TZVPD RIJCOSX def2/J DEFGRID3
* xyz 0 1
P 1.47 -2.65 -0.13
P 0.90 2.03 0.79
C 1.29 -0.64 -0.60
C 1.80 0.53 0.25
H 0.21 -0.58 -0.61
H 1.63 -0.54 -1.64
H 2.13 0.14 1.22
H 2.70 0.94 -0.25
C -0.72 2.32 -0.08
H -1.46 2.85 0.54
H -1.12 1.33 -0.32
H -0.58 2.92 -1.00
C 1.72 3.61 0.42
H 1.17 4.13 -0.37
H 2.73 3.38 0.10
H 1.72 4.25 1.31
C 1.07 -4.25 -1.17
H 1.28 -5.16 -0.57
H 1.68 -4.34 -2.10
H 0.00 -4.32 -1.47
C 3.25 -2.76 -0.35
H 3.68 -1.75 -0.46
H 3.58 -3.40 -1.19
H 3.56 -3.19 0.62
Hg -1.98 -1.47 -1.51
C -0.59 0.87 -2.75
C -1.95 0.57 -2.56
C -2.78 0.19 -3.78
C -2.26 -1.10 -4.44
C -1.61 -2.02 -3.45
C -0.22 -1.89 -3.17
C 0.73 -1.00 -3.90
C 0.29 0.47 -3.88
C -1.89 -1.38 0.56
H -0.13 1.69 -2.22
H -2.46 1.08 -1.74
H -2.82 1.02 -4.50
H -3.83 0.04 -3.47
H -3.09 -1.65 -4.90
H -1.52 -0.90 -5.22
H -2.07 -3.00 -3.34
H 0.22 -2.71 -2.64
H 0.90 -1.29 -4.94
H 1.73 -1.07 -3.49
H 1.18 1.13 -3.83
H -0.16 0.78 -4.83
H -1.98 -0.37 0.88
H -0.86 -1.79 0.69
H -2.62 -2.05 1.08
C 0.97 0.78 5.73
C -0.25 1.40 5.02
C -1.47 0.50 5.29
C -0.50 2.81 5.54
C 0.04 1.49 3.58
C 0.41 1.76 2.44
H 0.78 0.71 6.81
H 1.85 1.42 5.58
H 1.19 -0.22 5.34
H -1.58 0.38 6.37
H -2.37 0.97 4.88
H -1.35 -0.48 4.82
H 0.34 3.47 5.28
H -1.41 3.21 5.10
H -0.60 2.83 6.64
*
```

The total energy is -1659.85664 Ha. For the orbital gap (spin up / spin down), the calculation gives 3.11 / 3.76 eV. The energy above the lowest of the compared OMol25 structures with the same formula, charge and spin comes out at 4.109 eV.



Density functional theory data (the ωB97M-V functional and the def2-TZVPD basis) for a cluster of 2 separate species, C3H5NO2 in total in a non-equilibrium geometry.

```
! wB97M-V def2-TZVPD RIJCOSX def2/J DEFGRID3
* xyz 0 1
C 0.97 1.38 0.10
C -1.24 0.06 0.48
C -0.03 -1.71 -0.56
O -0.85 1.21 0.89
N -0.12 -0.48 -0.33
O -2.28 -0.55 0.61
H 1.13 1.89 1.03
H 1.78 0.71 -0.17
H 0.64 1.99 -0.73
H 0.82 -2.12 -1.10
H -0.83 -2.38 -0.23
*
```

The total energy is -322.42922 Ha. For the orbital gap, the calculation gives 9.15 eV. The energy above the lowest of the compared OMol25 structures with the same formula, charge and spin comes out at 3.949 eV.



Density functional theory data (the ωB97M-V functional and the def2-TZVPD basis) for a structure of composition C4H4KO in a non-equilibrium geometry.

```
! wB97M-V def2-TZVPD RIJCOSX def2/J DEFGRID3
* xyz 0 2
O -1.39 1.49 0.04
C -1.45 0.50 0.98
C -0.97 -0.76 0.76
H -2.07 2.15 0.19
H -1.73 -1.53 0.62
H -0.08 -1.24 1.18
C 2.32 -0.81 -0.99
C 1.09 -0.82 -1.07
H 3.37 -0.83 -0.77
K 0.90 1.86 -0.95
*
```

The total energy is -829.70826 Ha. For the orbital gap (spin up / spin down), the calculation gives 5.55 / 7.29 eV. The energy above the lowest of the compared OMol25 structures with the same formula, charge and spin comes out at 3.843 eV.



Density functional theory data (the ωB97M-V functional and the def2-TZVPD basis) for a structure of composition C36H39F6IN12O4S3 in a non-equilibrium geometry.

```
! wB97M-V def2-TZVPD RIJCOSX def2/J DEFGRID3
* xyz 0 1
C -3.83 -1.06 1.88
C -2.81 -2.27 1.54
C -3.27 -3.80 1.75
C -2.28 -5.03 1.37
C -0.79 -4.79 0.79
C -0.35 -3.28 0.60
C 1.12 -2.80 0.03
C 0.83 -1.79 -1.16
C 1.31 -0.29 -1.33
S 2.39 0.51 -0.09
O 3.00 -0.33 1.02
O 1.54 1.61 0.59
F 3.73 1.37 -0.77
C 0.80 0.55 -2.64
I 1.40 2.68 -2.82
C -0.12 -0.10 -3.79
S -0.74 0.84 -5.29
O 0.35 1.75 -5.91
O -1.11 -0.13 -6.44
C -2.18 1.87 -4.70
F -2.31 3.01 -5.62
F -1.94 2.50 -3.38
C -3.60 1.08 -4.57
F -4.54 1.76 -5.43
F -4.12 1.27 -3.20
F -3.54 -0.34 -4.76
C -0.60 -1.63 -3.69
N -1.42 -2.46 -4.57
S -1.56 -4.06 -3.93
N -0.64 -3.75 -2.51
C -0.09 -2.38 -2.37
C -1.34 -2.05 0.98
H -3.41 -0.02 1.55
H -4.83 -1.19 1.28
H -4.13 -0.97 3.00
H -4.33 -3.99 2.18
H -2.70 -6.10 1.54
H -0.07 -5.65 0.51
H 1.67 -3.72 -0.39
H 1.68 -2.42 0.95
H -0.99 -0.95 0.81
C 2.69 2.67 4.29
C 2.91 1.67 3.17
N 3.08 0.87 2.28
H 2.67 3.68 3.88
H 1.74 2.47 4.79
H 3.50 2.60 5.01
C 2.36 -5.11 -4.47
C 2.61 -3.95 -3.54
N 2.80 -3.02 -2.80
H 1.29 -5.19 -4.69
H 2.91 -4.97 -5.40
H 2.70 -6.04 -4.00
C 2.23 -0.25 -7.76
C 2.76 -1.62 -7.41
N 3.19 -2.72 -7.13
H 1.36 -0.35 -8.42
H 1.93 0.27 -6.85
H 3.00 0.33 -8.27
C -3.90 3.74 -1.32
C -4.77 3.55 -0.10
N -5.47 3.39 0.87
H -4.39 4.42 -2.02
H -2.94 4.17 -1.02
H -3.73 2.79 -1.81
C 2.08 -3.25 4.38
C 0.71 -3.57 3.86
N -0.40 -3.83 3.43
H 2.79 -4.02 4.07
H 2.41 -2.28 4.00
H 2.06 -3.21 5.47
C -6.62 5.68 -4.72
C -6.37 6.84 -3.78
N -6.17 7.77 -3.03
H -7.69 5.61 -4.94
H -6.07 5.83 -5.65
H -6.30 4.75 -4.25
C 6.21 4.12 7.29
C 5.18 4.49 6.26
N 4.35 4.78 5.43
H 7.10 3.72 6.80
H 6.49 5.01 7.87
H 5.80 3.37 7.97
C -0.09 -1.04 7.40
C 1.35 -1.44 7.24
N 2.51 -1.76 7.12
H -0.20 -0.36 8.25
H -0.44 -0.54 6.50
H -0.71 -1.93 7.58
C 0.98 -4.89 9.44
C -0.30 -4.18 9.07
N -1.32 -3.61 8.77
H 0.78 -5.63 10.22
H 1.39 -5.40 8.56
H 1.71 -4.17 9.81
C 2.33 6.09 -5.57
C 1.46 5.90 -4.36
N 0.77 5.75 -3.38
H 1.84 6.77 -6.28
H 3.29 6.52 -5.28
H 2.50 5.13 -6.06
*
```

The total energy is -4443.67135 Ha. For the orbital gap, the calculation gives 5.62 eV.